[1]
38
Properties=species:S:1:pos:R:3:forces:R:3 method="wB97M-V/def2-TZVPD" smiles="CCCOP(=S)(Nc1nc(N)cc(=O)[nH]1)OCCC" energy_ha=-1576.8874 largest_force_ev_per_a=1.1 orbital_gap_ev=9.09 total_charge=0
C -3.5065 -1.5356 1.8296 0.1674 0.1598 -0.1152
H -4.0153 -2.1314 1.0757 -0.0948 -0.1188 -0.0404
H -4.2492 -1.1447 2.5191 -0.0809 -0.0429 0.0772
C -2.7415 -0.3898 1.1815 0.0859 -0.1219 -0.0774
C -1.6801 -0.9130 0.2256 -0.4383 -0.3442 0.4444
H -0.9377 -1.5047 0.7747 -0.0154 0.0147 -0.0934
H -2.1315 -1.5451 -0.5449 0.0991 0.0274 0.1344
O -1.0109 0.1125 -0.4999 0.5093 1.0197 -0.1136
P -0.3919 1.4536 0.1318 -0.2315 0.2667 0.2535
S -1.5681 2.8472 0.7920 0.5487 -0.6674 -0.1853
O 0.5768 1.8671 -1.0616 -0.0560 -0.4483 0.4875
C 0.2096 2.8975 -1.9796 -0.3376 0.6134 -0.5593
C -0.8861 2.4405 -2.9313 0.2995 -0.1925 0.1275
C -0.4427 1.2776 -3.8089 -0.1232 0.1420 0.1160
H -1.2495 0.9775 -4.4724 -0.0223 -0.0893 -0.0976
H 0.4156 1.5615 -4.4138 0.0985 -0.0286 -0.1003
H -0.1674 0.4221 -3.1971 0.0366 -0.1166 -0.0061
H -1.7504 2.1453 -2.3296 -0.0774 0.1347 -0.0959
H -1.1746 3.2921 -3.5498 -0.0582 0.0574 0.0597
H 1.1306 3.1376 -2.5160 -0.0897 -0.0046 0.0633
H -0.1272 3.7730 -1.4134 0.1673 -0.1288 -0.0524
N 0.7117 0.9138 1.2937 -0.6524 0.2424 -0.3361
C 1.5501 -0.1716 1.1906 0.2360 -0.1858 0.0739
N 2.0505 -0.6592 2.2813 -0.0379 0.1093 0.4010
C 2.8861 -1.7340 2.1562 -0.2199 0.0596 -0.4761
C 3.1856 -2.3036 0.9437 0.1643 -0.1112 0.1425
C 2.6440 -1.7766 -0.2610 -0.0460 0.0983 0.2451
O 2.8145 -2.1585 -1.4008 0.0187 -0.0598 -0.2697
N 1.8042 -0.6548 -0.0360 -0.0587 0.0568 -0.1558
H 1.4183 -0.1976 -0.8537 0.1392 -0.1313 -0.0216
H 3.8415 -3.1543 0.8719 0.0570 -0.1060 -0.0438
N 3.3444 -2.2222 3.3364 0.0783 -0.0360 0.1108
H 4.1137 -2.8675 3.3290 -0.0285 0.0340 0.0445
H 3.2112 -1.6463 4.1490 0.0384 -0.0121 -0.0127
H 0.6336 1.3000 2.2237 -0.0190 -0.0473 -0.0352
H -3.4263 0.2588 0.6319 0.0521 0.0650 0.0466
H -2.2559 0.2163 1.9507 -0.1238 0.0178 -0.0374
H -2.8296 -2.1836 2.3816 0.0149 -0.1256 0.0972

---

[2]
40
Properties=species:S:1:pos:R:3:forces:R:3 method="wB97M-V/def2-TZVPD" smiles="ClC(Cl)Cl.ClC(Cl)Cl.ClC(Cl)Cl.ClC(Cl)Cl.O=C1OCCO1.O=C1OCCO1" energy_ha=-6361.9385 largest_force_ev_per_a=5.3 orbital_gap_ev=11.04 total_charge=0 de_lowest_kcal_mol=0.0
C -2.2813 -1.9464 0.3683 1.1546 0.7471 -0.0032
Cl -2.1052 -2.4863 2.0249 -0.1545 -0.8174 0.3879
Cl -3.8480 -2.1791 -0.3108 -0.5672 -0.1886 -0.0144
Cl -1.0215 -2.6506 -0.7198 -0.5548 0.3499 0.5185
H -2.0814 -0.8869 0.5283 -0.0478 -0.1161 -0.9690
C -2.7053 2.0557 -2.6459 0.0051 0.8720 0.2431
Cl -2.3211 2.7127 -4.2438 0.1707 -0.3753 0.0250
Cl -2.7295 0.3302 -2.5231 0.2033 -0.6616 -0.3433
Cl -4.2904 2.6857 -2.1668 -0.2164 -0.1041 0.1175
H -1.9543 2.4198 -1.9448 -0.1358 0.0435 -0.1674
C -1.0349 1.7697 1.8912 0.6036 -0.4358 0.3532
Cl -1.6127 1.4354 3.5047 -0.3812 0.1799 0.7419
Cl -2.3497 1.8121 0.7683 -0.5592 0.4103 -0.4229
Cl 0.0478 0.4469 1.4518 0.4324 -0.0184 0.0754
H -0.4785 2.7060 1.9343 -0.1820 -0.1999 -0.3508
C -1.9011 6.3506 -0.1790 0.2347 0.0586 -1.0161
Cl -2.6406 7.6850 0.7014 -0.3582 -0.4346 -0.0135
Cl -3.0184 5.4320 -1.3070 0.7892 0.7946 1.3289
Cl -0.9799 5.2806 0.9051 -0.4512 0.2110 -0.3307
H -1.1887 6.8454 -0.8391 -0.0497 -0.4206 0.1287
C 2.2447 -1.3637 -1.9342 1.3916 0.8200 -0.3665
C 2.8707 -0.3420 -2.9241 -0.8686 -2.2567 -0.5333
O 1.9772 0.6769 -2.8120 -1.5473 3.2949 0.2738
C 1.3718 0.6955 -1.5761 -0.8774 1.0236 -2.5597
O 0.5590 1.5101 -1.2482 0.7773 -0.0357 -0.0186
O 1.7242 -0.3869 -0.9691 0.7290 -3.1049 2.0227
H 3.0572 -2.0232 -1.6291 -0.2230 0.2884 1.1959
H 1.4400 -2.0273 -2.2506 -0.1931 0.5647 -0.3826
H 2.7601 -0.6772 -3.9554 0.6872 -0.2041 0.0116
H 3.8793 -0.0240 -2.6603 0.0842 -0.2462 0.0283
C 1.5918 -2.7259 2.1619 0.9871 2.1526 0.7940
C 2.3829 -3.3695 3.3127 -2.1131 0.3364 0.2302
O 2.3939 -4.7035 2.9134 -0.6962 -2.3502 -1.5217
C 1.5457 -4.9340 1.8158 0.6412 -2.9378 -2.2226
O 1.3497 -6.0222 1.2239 0.8328 4.2626 3.1016
O 1.0841 -3.7501 1.3265 0.7649 -0.4883 1.1770
H 2.3245 -2.0492 1.7224 -0.3033 -0.1982 -1.2478
H 0.8127 -2.0647 2.5413 -0.3229 -0.4155 -0.1720
H 1.7594 -3.2809 4.2023 0.2641 -0.1332 0.3854
H 3.3655 -2.9563 3.5407 0.0499 -0.2670 -0.4842

---

[3]
15
Properties=species:S:1:pos:R:3:forces:R:3 method="wB97M-V/def2-TZVPD" smiles=C[C@@H](O)C[NH3+] energy_ha=-250.0492 largest_force_ev_per_a=0.9 orbital_gap_ev=11.68 total_charge=+1 de_lowest_kcal_mol=2.9
C 1.1197 -0.2614 0.0824 -0.2933 -0.7180 -0.4908
C -0.0215 0.1390 -0.8458 0.4297 0.2198 0.0073
C -1.3150 -0.6064 -0.5658 -0.0136 0.4802 -0.7276
O -0.1632 1.5298 -0.6294 0.0601 0.2478 0.3735
N 0.7175 0.0884 1.4823 -0.6942 -0.0814 0.0572
H 1.2720 -1.3294 -0.0347 0.0878 -0.1667 0.4522
H 2.0442 0.2305 -0.1654 0.1869 0.4421 0.0584
H 0.3605 -0.0380 -1.8494 -0.1323 -0.2028 -0.2111
H -1.7108 -0.2729 0.3948 -0.0989 -0.4778 0.1358
H -1.1981 -1.6813 -0.7003 -0.0479 -0.0342 0.4304
H -2.0592 -0.2964 -1.3042 0.0344 -0.0048 0.0599
H -0.7398 1.9397 -1.2798 -0.1126 -0.0095 -0.0565
H 1.4510 0.1140 2.1890 0.2229 0.1223 -0.2082
H -0.0023 -0.5540 1.8242 0.1190 -0.0756 -0.0553
H 0.2449 0.9984 1.4020 0.2521 0.2585 0.1747

---

[4]
17
Properties=species:S:1:pos:R:3:forces:R:3 method="wB97M-V/def2-TZVPD" smiles=CC(C)C.O energy_ha=-234.8273 largest_force_ev_per_a=1.7 orbital_gap_ev=11.85 total_charge=0 de_lowest_kcal_mol=3.4
C 2.0100 0.2503 -0.0163 0.5685 -0.2552 -0.4441
C 0.3548 -0.2288 -1.8484 -0.2829 -0.5632 0.5885
C -0.2663 -0.2916 0.7386 -0.7955 -0.5914 -0.5113
C 0.5441 0.2896 -0.4078 0.2327 1.7098 0.0895
H 2.2260 0.5737 1.0159 -0.2533 -0.0710 -0.4000
H 2.6182 0.8557 -0.7092 -0.0747 -0.2783 0.2684
H 2.3042 -0.8075 -0.1223 0.3286 0.3298 0.1751
H 0.9058 -1.1771 -1.9657 -0.2522 0.2217 -0.1425
H 0.7317 0.4916 -2.5937 -0.0918 -0.2712 0.3958
H -0.7137 -0.4156 -2.0487 0.3829 0.0662 -0.0519
H 0.0256 -1.3266 0.9839 -0.0337 0.2708 -0.0811
H -1.3293 -0.2862 0.4441 0.3830 -0.0635 0.3473
H -0.1483 0.3307 1.6416 -0.0275 -0.2493 -0.3675
H 0.2354 1.3539 -0.4521 0.1171 -0.2880 0.0614
O -3.3457 0.4414 1.6033 0.3633 -0.9053 0.5773
H -3.3385 -0.4966 1.3058 -0.0107 0.9980 0.4033
H -2.8140 0.4431 2.4312 -0.5538 -0.0600 -0.9084

---

[5]
23
Properties=species:S:1:pos:R:3:forces:R:3 method="wB97M-V/def2-TZVPD" energy_ha=-877.5947 largest_force_ev_per_a=2.9 orbital_gap_ev="7.51 / 7.09" total_charge=0 de_lowest_kcal_mol=89.6
C 2.2323 -0.0808 -1.1422 -0.0287 0.0313 0.2350
C 0.9506 0.2291 -1.5385 -0.3380 -0.1517 0.2557
C 1.3526 -0.7129 0.9707 0.3319 0.0404 -0.1041
C 2.4604 -0.5817 0.1403 -0.0536 0.0885 -0.1892
C -0.1112 -0.0208 -0.6423 1.3091 -0.0499 0.0293
C -1.4425 0.0660 -1.1046 -2.5115 0.0078 1.3848
C -2.8084 0.4749 0.7977 0.9805 -0.6179 -2.0461
C 3.8347 -0.9413 0.6005 0.0263 -0.0217 -0.0037
C -3.7278 1.5964 0.5394 -0.2513 0.0932 0.1999
N 0.1212 -0.4426 0.6052 -0.5511 0.0455 0.0330
O -2.2208 -2.0800 0.2837 0.0481 -1.1145 0.2923
S -2.7821 -0.9056 -0.3584 0.6102 1.8008 0.0056
H 3.0684 0.0642 -1.8132 0.0365 0.0345 -0.0794
H 0.7268 0.6113 -2.5233 0.0878 0.0069 -0.1117
H 1.4565 -1.0521 1.9928 0.2024 -0.0628 0.1342
H -1.7250 0.7029 -1.9260 -0.0577 -0.0154 -0.2156
H -2.0016 0.5359 1.5075 0.1621 -0.1926 0.1548
H 4.2489 -1.7318 -0.0247 0.0759 -0.0656 0.0193
H 4.5041 -0.0831 0.5320 0.0545 -0.0118 0.0776
H 3.8067 -1.2938 1.6291 0.1229 -0.0006 0.0502
H -4.3318 1.3906 -0.3406 -0.1409 0.1294 -0.0957
H -3.2112 2.5510 0.4191 -0.0232 -0.0403 -0.0338
H -4.4008 1.7042 1.3958 -0.0920 0.0666 0.0077

---

[6]
21
Properties=species:S:1:pos:R:3:forces:R:3 method="wB97M-V/def2-TZVPD" energy_ha=-722.6084 largest_force_ev_per_a=1.6 orbital_gap_ev=8.77 total_charge=0 de_lowest_kcal_mol=38.0
C 2.1007 0.9594 -0.6438 0.2042 0.1500 -0.5753
C 0.8221 0.6609 -1.4345 -0.0101 -0.7728 0.7270
S 0.4175 -1.1221 -1.4114 -0.4281 -0.2417 0.6497
N 3.3314 0.4219 -1.2269 -0.3272 -0.0079 -0.1754
H 2.0176 0.5390 0.3630 -0.1104 0.2644 0.0136
H 2.2152 2.0486 -0.6033 0.0262 -0.0838 0.3392
H 0.9292 0.8832 -2.4944 -0.0676 0.4713 0.0801
H -0.0207 1.1856 -0.9684 0.1052 0.2353 -0.4197
H 3.4871 0.8896 -2.1140 0.1316 0.0074 0.0031
H 3.1568 -0.5506 -1.4670 0.0939 -0.0810 0.0999
C -1.7030 -0.9184 1.9723 -0.1593 0.5104 -0.1030
C -2.7634 -0.5354 1.2465 0.1543 0.0684 0.2441
N -2.8426 -0.3155 -0.1306 0.1455 0.9488 0.3847
N -0.3487 -0.7683 1.4941 -0.3812 -0.2406 0.5633
H -1.8401 -1.2754 2.9835 0.0017 0.2891 0.0910
H -3.6790 -0.2852 1.7797 -0.0652 -0.7551 -0.1264
H -3.4642 0.4622 -0.3277 0.0119 -0.2430 -0.1878
H -1.9560 -0.1682 -0.6041 -0.0233 -0.3524 -0.0650
H -0.0668 -1.1398 0.0036 0.7450 -0.0670 -1.3955
H 0.3164 -1.1891 2.1331 -0.0240 -0.1330 -0.1662
H -0.1094 0.2177 1.4503 -0.0230 0.0333 0.0186

---

[7]
11
Properties=species:S:1:pos:R:3:forces:R:3 method="wB97M-V/def2-TZVPD" smiles="CC(=S)[C@H]1C=P1" energy_ha=-894.8425 largest_force_ev_per_a=2.9 orbital_gap_ev=8.17 total_charge=0 de_lowest_kcal_mol=32.2
C 1.5105 -1.1534 -0.8684 1.7096 -0.4388 0.0471
C -0.0002 0.6452 0.1538 2.1744 1.6973 -0.0358
C 0.6102 -0.6973 0.2435 -0.1831 -0.3858 -1.1168
C -1.4460 0.7165 0.3385 -2.0234 1.2451 1.7464
P 2.5102 -0.7488 0.4246 -1.8221 -0.7036 -1.6146
S 0.9933 1.9428 -0.1108 -0.8855 -0.4786 0.1656
H 1.5005 -1.5810 -1.9464 -0.3135 1.0874 2.1729
H -0.1218 -1.4259 0.5775 0.3212 -0.3063 0.5324
H -1.7415 0.2449 1.3527 0.2491 -0.1125 -2.0078
H -1.8602 0.3326 -0.5910 -0.5667 -0.9105 0.3360
H -1.9550 1.7245 0.4260 1.3400 -0.6936 -0.2253

---

Repeat the fourth record exactly.
17
Properties=species:S:1:pos:R:3:forces:R:3 method="wB97M-V/def2-TZVPD" smiles=CC(C)C.O energy_ha=-234.8273 largest_force_ev_per_a=1.7 orbital_gap_ev=11.85 total_charge=0 de_lowest_kcal_mol=3.4
C 2.0100 0.2503 -0.0163 0.5685 -0.2552 -0.4441
C 0.3548 -0.2288 -1.8484 -0.2829 -0.5632 0.5885
C -0.2663 -0.2916 0.7386 -0.7955 -0.5914 -0.5113
C 0.5441 0.2896 -0.4078 0.2327 1.7098 0.0895
H 2.2260 0.5737 1.0159 -0.2533 -0.0710 -0.4000
H 2.6182 0.8557 -0.7092 -0.0747 -0.2783 0.2684
H 2.3042 -0.8075 -0.1223 0.3286 0.3298 0.1751
H 0.9058 -1.1771 -1.9657 -0.2522 0.2217 -0.1425
H 0.7317 0.4916 -2.5937 -0.0918 -0.2712 0.3958
H -0.7137 -0.4156 -2.0487 0.3829 0.0662 -0.0519
H 0.0256 -1.3266 0.9839 -0.0337 0.2708 -0.0811
H -1.3293 -0.2862 0.4441 0.3830 -0.0635 0.3473
H -0.1483 0.3307 1.6416 -0.0275 -0.2493 -0.3675
H 0.2354 1.3539 -0.4521 0.1171 -0.2880 0.0614
O -3.3457 0.4414 1.6033 0.3633 -0.9053 0.5773
H -3.3385 -0.4966 1.3058 -0.0107 0.9980 0.4033
H -2.8140 0.4431 2.4312 -0.5538 -0.0600 -0.9084